Computed, not measured: a 12-piece molecular cluster, C29H85F3N14O14S overall in a non-equilibrium geometry, with ωB97M-V with the def2-TZVPD basis set.

Cartesian coordinates (Å):
S -0.27 -2.18 -0.67
F -1.24 0.15 0.09
F 0.56 -0.44 1.09
F 0.69 0.27 -0.96
O 5.89 -3.71 -0.82
O -2.54 1.30 -3.15
O 1.03 -2.94 -4.21
O 2.91 3.66 -0.27
O -4.98 3.91 0.41
O -0.45 -2.13 -2.12
O 3.88 -0.69 4.25
O -2.61 -2.85 5.00
O 2.62 2.01 -4.72
O -1.45 -2.69 0.00
O -4.28 -5.62 -0.62
O -2.83 3.12 4.76
O -0.11 -6.59 -3.48
O 0.94 -2.89 -0.30
N -1.28 2.47 3.17
N -1.68 4.67 3.60
N -1.51 -5.45 -2.03
N -0.53 4.90 0.59
N -0.19 -4.35 2.81
N 1.81 -0.62 -5.16
N 0.71 -5.02 -2.04
N 7.55 -1.20 4.29
N 3.65 -3.23 -0.71
N 5.20 -1.85 0.26
N -3.45 -4.54 1.23
N -4.63 -6.49 1.47
N -1.63 3.72 -5.68
N -5.65 1.10 0.93
C 2.44 -0.16 -3.85
C 0.46 4.03 -0.12
C 2.15 1.31 -3.58
C 1.87 4.59 -0.08
C -2.00 3.27 -4.34
C -4.62 1.58 -0.01
C -0.05 -0.42 -0.10
C -4.48 5.21 0.44
C -3.24 -1.58 5.16
C 3.93 -0.53 -3.90
C -1.07 -4.33 3.98
C 4.97 -2.99 -0.47
C -2.96 4.24 -3.64
C 5.09 -1.27 3.84
C -0.18 -4.54 5.20
C 6.22 -0.69 4.66
C -0.32 -5.77 -2.61
C 3.05 2.69 0.75
C 6.35 0.83 4.61
C -2.62 1.88 -4.43
C -0.13 3.66 -1.47
C -1.67 -2.94 3.98
C -5.25 1.66 -1.40
C 2.74 -1.15 3.51
C 2.47 3.41 -4.56
C -2.05 3.37 3.87
C -4.18 -5.53 0.59
C -2.58 -0.11 -3.13
C -4.02 2.89 0.48
H 4.54 -1.13 0.47
H -3.12 3.16 -0.11
H 1.27 0.20 -5.45
H 7.06 1.13 5.37
H -2.64 5.27 -3.81
H 1.09 1.45 -3.32
H -3.40 -1.14 4.17
H -4.49 2.04 -2.08
H 4.04 2.71 1.21
H -5.29 1.19 1.88
H 2.55 -0.49 -5.84
H -3.77 -4.39 2.17
H 3.10 -1.62 2.59
H 6.05 -1.11 5.66
H -0.67 -4.08 1.96
H -1.68 -0.55 -3.57
H 0.74 -4.49 -1.18
H -4.13 -1.73 5.75
H 5.39 1.31 4.84
H -1.89 -5.06 3.92
H -0.89 5.59 -0.07
H 1.57 -5.16 -2.54
H 1.92 -0.71 -3.06
H 0.23 -5.55 5.18
H -1.15 4.89 2.78
H -4.37 -6.38 2.43
H 0.55 -3.74 5.23
H -5.27 5.90 0.71
H 2.89 1.70 0.31
H 1.94 5.30 -0.91
H -2.11 1.21 -5.14
H -0.76 -4.52 6.13
H -5.54 0.66 -1.71
H -3.77 0.89 -0.05
H 0.14 -3.03 -4.60
H 1.46 3.72 -4.84
H 7.66 -2.21 4.44
H -0.55 2.77 2.56
H -3.99 4.08 -3.97
H -1.03 3.04 -1.45
H 6.66 1.17 3.62
H -3.65 1.94 -4.82
H -2.06 5.44 4.12
H -3.45 -0.50 -3.65
H -3.02 -3.82 0.67
H 2.58 3.74 -3.52
H -1.10 4.58 -5.61
H 4.44 -0.19 -4.80
H -1.52 -4.74 -1.32
H 6.19 -1.73 0.43
H 2.29 -1.96 4.10
H -0.84 -2.21 4.03
H 2.04 -0.33 3.34
H -3.62 5.42 1.08
H 0.66 3.22 -2.09
H 7.52 -1.28 3.26
H -6.39 1.79 0.91
H -1.16 3.16 -3.65
H -1.00 3.01 -6.05
H 0.43 3.13 0.51
H -1.28 1.50 3.44
H -3.52 2.76 1.46
H 0.00 5.43 1.28
H 3.16 3.97 -5.18
H -2.85 4.11 -2.56
H 2.74 1.64 -2.72
H -2.57 -0.88 5.67
H 4.43 -0.03 -3.07
H -2.12 -2.72 2.99
H -0.44 4.60 -1.94
H 2.07 5.24 0.78
H -2.58 -0.47 -2.10
H 3.98 -1.61 -3.87
H 3.42 -4.03 -1.27
H 3.01 -2.74 -0.11
H -5.18 -7.25 1.15
H 5.02 -2.36 3.94
H 0.84 -2.77 -3.24
H 1.40 -2.03 -4.52
H 5.29 -1.07 2.77
H 0.27 -5.25 2.70
H -4.07 5.47 -0.55
H -6.14 2.29 -1.38
H 2.32 2.77 1.56
H -2.34 -5.97 -2.23

Computed properties:
- orbital gap (eV) = 8.737
- molar mass (g mol⁻¹) = 943.1
- energy relative to the best compared isomer or geometry (same formula, charge and spin) (kJ/mol) = 71.2

These are the Löwdin partial charges, in e, on atoms 1 to 5:
1 S 0.518
2 F 0.146
3 F 0.121
4 F 0.137
5 O 0.028